{"formula": "C17H25F2N3O5", "method": "the ωB97M-V functional and the def2-TZVPD basis", "charge": 0, "max_force_ha_per_bohr": 0.01833, "smiles": "CCCC(CCC)C(=O)Nc1ccn([C@@H]2O[C@H](CO)[C@@H](O)C2(F)F)c(=O)n1", "gap_ev": 9.48, "e_tot_ev": -38178.8592, "symbols": ["C", "H", "C", "C", "H", "H", "C", "C", "O", "N", "C", "N", "C", "O", "N", "C", "C", "H", "H", "C", "O", "C", "C", "O", "H", "H", "H", "C", "O", "H", "C", "F", "F", "H", "H", "H", "H", "C", "C", "C", "H", "H", "H", "H", "H", "H", "H", "H", "H", "H", "H", "H"], "positions_angstrom": [[4.21656, -2.48261, -3.78149], [4.17539, -3.39016, -4.38030], [3.55836, -2.70709, -2.42575], [2.08378, -3.07890, -2.57336], [1.54012, -2.23975, -3.01429], [1.99571, -3.92540, -3.25870], [1.44191, -3.47647, -1.23525], [1.57183, -2.33884, -0.23838], [2.32620, -2.36896, 0.70220], [0.75456, -1.26327, -0.51881], [0.54037, -0.13238, 0.22465], [-0.46902, 0.59478, -0.18274], [-0.83921, 1.72226, 0.44192], [-1.77609, 2.40962, 0.10687], [-0.06333, 2.10963, 1.58364], [0.98064, 1.36068, 1.99319], [1.33573, 0.22335, 1.34540], [2.16055, -0.38833, 1.66205], [1.51936, 1.71378, 2.86218], [-0.44691, 3.30235, 2.30461], [-1.77100, 3.21408, 2.72620], [-2.49058, 4.42068, 2.47280], [-3.95200, 4.07379, 2.14908], [-4.16949, 3.68741, 0.82948], [-3.50144, 3.03023, 0.56937], [-4.25506, 3.28654, 2.85462], [-4.56791, 4.96104, 2.31670], [-1.75730, 5.15557, 1.34232], [-1.83057, 6.52891, 1.56153], [-1.40280, 7.00023, 0.83698], [-0.32697, 4.59120, 1.44976], [0.50411, 5.47164, 2.07239], [0.26119, 4.36763, 0.25011], [-2.16690, 4.85662, 0.36686], [-2.45195, 5.05385, 3.37115], [0.22985, 3.40422, 3.17001], [0.11432, -1.33937, -1.30015], [-0.01088, -3.92968, -1.42886], [-0.71727, -4.23093, -0.10780], [-2.12722, -4.76023, -0.34039], [-2.62116, -4.95742, 0.60733], [-2.09874, -5.68469, -0.91224], [-2.72148, -4.03420, -0.89104], [-0.13704, -4.96832, 0.45123], [-0.76844, -3.32500, 0.50051], [-0.00427, -4.83382, -2.04179], [-0.57995, -3.17687, -1.98102], [2.01528, -4.30677, -0.81029], [3.64919, -1.80214, -1.82165], [4.08014, -3.50692, -1.89690], [3.71067, -1.68932, -4.32724], [5.25916, -2.20225, -3.65668]], "atomic_forces_ev_per_a": [[-0.017, 0.002, 0.254], [0.014, -0.064, -0.107], [-0.142, -0.002, -0.318], [0.326, -0.060, 0.357], [-0.075, 0.003, -0.095], [-0.087, 0.006, -0.040], [-0.132, -0.059, -0.348], [0.011, -0.390, -0.183], [0.191, -0.001, 0.253], [-0.154, 0.021, -0.335], [-0.160, 0.622, 0.416], [0.051, -0.703, -0.569], [0.537, 0.162, 0.757], [-0.419, 0.409, -0.211], [-0.336, -0.195, -0.277], [0.087, -0.298, -0.197], [0.180, -0.025, 0.169], [0.008, 0.043, 0.055], [-0.027, 0.027, 0.011], [0.136, 0.293, 0.056], [0.115, -0.252, 0.087], [-0.421, 0.469, -0.180], [0.379, 0.125, 0.456], [0.013, -0.257, -0.484], [-0.075, 0.060, 0.053], [-0.026, 0.145, 0.023], [0.064, -0.063, 0.101], [0.208, -0.556, -0.140], [-0.066, 0.441, 0.056], [-0.091, -0.079, 0.039], [-0.123, 0.119, -0.006], [-0.062, 0.016, 0.323], [-0.069, -0.114, -0.194], [0.148, 0.056, 0.258], [-0.041, -0.053, -0.110], [-0.094, -0.066, -0.284], [0.065, -0.007, 0.115], [0.169, -0.028, 0.491], [-0.160, -0.085, -0.288], [0.193, 0.098, 0.164], [-0.128, -0.052, 0.047], [-0.052, -0.112, -0.073], [-0.111, 0.044, -0.061], [0.063, 0.040, 0.055], [0.048, -0.005, 0.069], [-0.003, 0.041, -0.100], [-0.046, 0.010, -0.116], [-0.036, 0.144, 0.050], [0.051, -0.016, 0.090], [0.006, 0.015, 0.106], [-0.022, 0.088, -0.111], [0.113, 0.039, -0.082]]}

=====

{"formula": "C17H25F3N4O3", "method": "the ωB97M-V functional and the def2-TZVPD basis", "charge": 0, "max_force_ha_per_bohr": 0.00678, "smiles": "CCCNC(=O)[C@H](c1n[nH]cc1C)N1CC[C@@H](C(F)(F)F)C[C@H]1C(=O)OC", "gap_ev": 9.45, "e_tot_ev": -38291.7153, "symbols": ["C", "C", "C", "N", "C", "O", "C", "C", "N", "N", "C", "C", "C", "N", "C", "C", "C", "C", "F", "F", "F", "C", "C", "C", "O", "O", "C", "H", "H", "H", "H", "H", "H", "H", "H", "H", "H", "H", "H", "H", "H", "H", "H", "H", "H", "H", "H", "H", "H", "H", "H", "H"], "positions_angstrom": [[3.40171, -1.91426, -0.96623], [2.95013, -0.74839, -1.83624], [1.43590, -0.68608, -2.00745], [0.73775, -0.43442, -0.75699], [0.02959, -1.39003, -0.11437], [-0.01408, -2.54953, -0.48692], [-0.73145, -0.96733, 1.15788], [-2.06426, -0.36804, 0.83012], [-2.29514, 0.27238, -0.30432], [-3.56616, 0.67739, -0.20639], [-4.14094, 0.32266, 0.96782], [-3.19080, -0.36219, 1.68360], [-3.28692, -1.00474, 3.03096], [-0.01575, -0.14062, 2.14364], [0.01115, 1.29895, 1.94840], [0.37226, 2.00753, 3.24418], [1.75358, 1.54011, 3.68953], [2.18967, 2.21613, 4.97040], [1.36401, 1.94773, 5.99919], [3.42371, 1.82454, 5.34172], [2.22533, 3.55513, 4.83187], [1.75386, 0.02447, 3.84030], [1.27365, -0.66349, 2.54813], [1.22221, -2.14341, 2.89461], [0.27321, -2.72855, 3.34319], [2.40737, -2.71258, 2.65621], [2.48468, -4.11185, 2.96080], [4.48825, -1.94086, -0.87580], [2.98655, -1.84461, 0.04024], [3.06824, -2.86323, -1.38894], [3.30415, 0.19811, -1.41477], [3.39719, -0.83001, -2.83100], [1.16424, 0.09786, -2.71670], [1.06180, -1.63438, -2.39109], [0.63211, 0.51559, -0.45289], [-0.93571, -1.91617, 1.64980], [-3.97959, 1.17106, -0.97595], [-5.16178, 0.57709, 1.19920], [-4.10729, -0.58733, 3.61386], [-3.45361, -2.07965, 2.93929], [-2.35960, -0.86870, 3.58860], [0.74798, 1.62922, 1.19142], [-0.96622, 1.62526, 1.60000], [0.36924, 3.08717, 3.08532], [-0.36693, 1.76475, 4.00981], [2.49750, 1.83662, 2.94226], [2.75303, -0.33921, 4.08263], [1.07092, -0.25928, 4.64429], [2.03956, -0.53450, 1.76855], [3.49770, -4.41097, 2.71367], [2.27754, -4.27895, 4.01635], [1.76204, -4.66151, 2.36078]], "atomic_forces_ev_per_a": [[-0.011, 0.011, 0.005], [0.003, -0.005, -0.038], [0.001, 0.012, 0.057], [0.128, 0.024, 0.022], [-0.086, -0.015, 0.024], [0.040, -0.011, 0.054], [-0.007, 0.007, -0.007], [0.087, 0.091, 0.008], [-0.046, -0.037, -0.043], [0.012, 0.032, 0.014], [0.045, 0.010, -0.023], [-0.029, -0.053, 0.043], [-0.015, 0.001, -0.027], [-0.036, -0.095, -0.106], [0.017, 0.063, -0.021], [0.060, 0.063, -0.046], [-0.035, 0.009, 0.096], [-0.044, -0.077, -0.110], [0.017, 0.012, 0.004], [-0.005, 0.024, 0.025], [0.014, 0.002, 0.028], [0.042, 0.001, -0.091], [0.063, 0.041, 0.287], [-0.172, -0.046, -0.299], [0.060, 0.014, 0.166], [0.106, -0.001, -0.006], [-0.051, 0.004, 0.025], [0.002, 0.002, -0.006], [-0.013, -0.007, 0.004], [0.002, -0.004, 0.002], [0.002, -0.003, 0.004], [0.009, 0.002, 0.007], [0.000, 0.005, -0.012], [-0.007, -0.004, -0.015], [-0.090, 0.072, -0.011], [0.016, -0.022, -0.003], [-0.026, 0.010, 0.018], [-0.011, -0.004, -0.009], [-0.005, 0.006, -0.008], [0.003, -0.007, 0.013], [-0.007, 0.008, -0.007], [0.022, -0.104, -0.051], [-0.027, -0.015, 0.022], [-0.031, -0.010, 0.014], [-0.006, 0.010, 0.013], [-0.013, -0.007, -0.025], [-0.013, -0.013, 0.025], [0.012, -0.001, 0.021], [0.003, 0.028, -0.031], [0.009, -0.001, -0.001], [0.009, -0.018, -0.004], [0.005, -0.004, -0.001]]}

=====

{"formula": "C17H25F7N5O7S", "method": "the ωB97M-V functional and the def2-TZVPD basis", "charge": 1, "max_force_ha_per_bohr": 0.05250, "gap_ev": 9.04, "e_tot_ev": -69668.2371, "symbols": ["N", "C", "N", "N", "C", "C", "C", "S", "O", "O", "C", "F", "F", "C", "F", "F", "C", "F", "F", "F", "N", "C", "C", "C", "O", "C", "O", "N", "C", "C", "C", "O", "O", "H", "H", "H", "H", "H", "H", "H", "H", "H", "H", "H", "H", "H", "H", "H", "H", "H", "H", "H", "C", "C", "O", "C", "H", "H", "H", "H", "H", "H"], "positions_angstrom": [[1.41736, -1.72770, -1.54853], [1.89892, -2.03541, -0.21519], [1.39950, -3.36167, 0.18897], [3.34538, -2.16299, -0.25272], [1.38727, -0.98575, 0.85954], [0.95103, 0.31529, 0.30530], [1.64859, 1.44947, 0.12895], [3.34389, 1.74736, 0.46013], [3.92126, 0.50379, 0.84145], [3.97716, 2.32085, -0.67933], [3.48289, 2.81403, 1.96970], [4.70327, 2.76390, 2.41540], [2.70501, 2.21756, 2.88922], [2.95738, 4.27272, 1.83990], [1.63197, 4.30728, 1.91616], [3.42326, 4.91677, 2.91044], [3.43209, 5.08031, 0.59814], [4.69279, 4.89273, 0.32066], [3.26375, 6.36479, 0.87754], [2.62306, 4.80510, -0.43387], [0.78402, 2.38650, -0.37211], [-0.40491, 1.87016, -0.53355], [-1.54911, 2.64871, -1.08865], [-2.79427, 2.60752, -0.20904], [-2.37670, 2.62329, 1.16442], [-3.37346, 2.15938, 1.99913], [-4.39497, 2.75155, 2.20297], [-0.31944, 0.60274, -0.13933], [-1.45009, -0.32740, -0.19464], [-2.06329, -0.51887, -1.60760], [-1.06658, -0.63061, -2.72792], [-0.88955, -1.69292, -3.28629], [-0.40758, 0.48238, -3.09641], [0.69082, -2.39880, -1.77259], [2.17041, -1.93274, -2.19511], [0.39113, -3.42031, 0.05159], [1.60931, -3.44696, 1.17767], [3.71248, -2.03437, 0.67959], [3.75113, -1.45813, -0.85473], [2.14087, -0.81667, 1.61779], [0.55297, -1.44618, 1.38301], [0.94888, 3.35629, -0.60574], [-1.72607, 2.30816, -2.10630], [-1.22630, 3.68614, -1.13270], [-3.45986, 1.76946, -0.40773], [-3.35166, 3.52290, -0.39266], [-3.18768, 1.19945, 2.50509], [-2.24284, 0.06440, 0.43405], [-1.18638, -1.29595, 0.21338], [-2.81957, 0.23962, -1.79377], [-2.58425, -1.46540, -1.58306], [0.39702, 0.21311, -3.55735], [-2.57638, -6.15751, 0.45008], [-2.50360, -4.71677, 0.02817], [-1.43703, -4.14605, -0.08067], [-3.80886, -4.01846, -0.25297], [-1.57140, -6.53712, 0.61879], [-3.14886, -6.24654, 1.37447], [-3.05180, -6.75092, -0.33193], [-4.43255, -4.01924, 0.64190], [-4.33460, -4.52295, -1.06401], [-3.61527, -2.98936, -0.54708]], "atomic_forces_ev_per_a": [[-0.077, 0.199, 0.254], [0.296, -1.337, 0.191], [0.099, 0.769, -0.172], [-0.472, 0.392, -0.114], [-0.480, -0.081, -0.247], [0.173, -0.879, 0.343], [0.975, 1.118, 0.563], [1.623, -1.613, -1.433], [-0.435, -0.446, 1.144], [-0.701, 1.398, -0.066], [-1.679, 0.033, 0.141], [1.119, 0.205, -0.386], [-0.475, -0.246, 0.118], [1.277, 0.378, 0.275], [-0.756, -0.370, -0.486], [0.332, 0.148, 0.439], [-0.721, 0.852, 0.715], [0.375, -0.533, -0.339], [-0.141, 0.323, 0.036], [0.122, -0.373, -0.518], [0.138, 1.341, -0.458], [-0.252, 0.018, -0.157], [0.098, -0.242, 0.463], [-0.164, 0.839, -0.057], [-0.030, -1.018, 0.035], [-1.329, 0.866, 0.733], [0.939, -0.440, -0.533], [-0.982, -0.904, 0.067], [-0.541, -0.023, -0.541], [0.243, 0.377, 0.502], [0.155, -1.814, -1.172], [-0.075, 0.978, 0.455], [-0.269, 0.437, 0.848], [-0.014, 0.022, -0.200], [-0.020, -0.071, -0.102], [0.172, -0.147, 0.307], [-0.173, -0.505, 0.050], [0.364, 0.009, -0.065], [0.148, 0.185, 0.218], [0.221, 0.075, -0.009], [-0.198, 0.090, -0.029], [0.505, -0.040, 0.096], [-0.214, 0.050, -0.064], [0.145, 0.064, -0.126], [0.089, -0.158, -0.003], [-0.253, -0.055, -0.151], [0.539, 0.104, -0.168], [0.036, 0.057, 0.260], [0.431, -0.002, -0.039], [0.125, 0.222, -0.215], [-0.060, -0.179, -0.079], [0.002, -0.168, -0.348], [0.312, 0.049, -0.002], [0.040, -0.167, 0.011], [-0.271, 0.286, 0.009], [0.214, 0.182, -0.022], [-0.003, 0.010, -0.012], [-0.145, -0.057, -0.091], [-0.149, -0.005, 0.089], [-0.098, -0.128, -0.069], [-0.103, -0.063, 0.103], [-0.032, -0.010, 0.007]]}

=====

{"formula": "C17H25FN4O9PS", "method": "the ωB97M-V functional and the def2-TZVPD basis", "charge": 1, "max_force_ha_per_bohr": 0.04336, "gap_ev": 5.05, "e_tot_ev": -65256.3816, "symbols": ["N", "C", "O", "C", "N", "C", "P", "O", "O", "O", "C", "C", "C", "O", "C", "O", "C", "S", "C", "C", "C", "O", "F", "H", "H", "H", "H", "H", "H", "H", "H", "H", "H", "H", "C", "O", "N", "C", "C", "H", "H", "H", "H", "H", "H", "H", "C", "O", "N", "C", "C", "H", "H", "H", "H", "H", "H", "H"], "positions_angstrom": [[0.79128, 0.20500, -2.18364], [0.47319, 1.11111, -1.53139], [-0.23686, 2.14544, -1.06365], [-1.31807, 1.63003, -0.37143], [-1.22865, 1.50532, 0.93998], [-2.24738, 1.02138, 1.67856], [-1.93173, 0.97256, 3.51242], [-1.47741, -0.32188, 3.96774], [-0.76703, 2.08155, 3.76216], [-3.24183, 1.52480, 4.28173], [-3.42164, 0.60438, 1.08716], [-4.55595, 0.02440, 1.92578], [-5.89767, 0.77589, 1.74631], [-6.39793, 1.28033, 2.99596], [-6.86386, 2.57654, 2.77011], [-6.49033, 3.48836, 3.43149], [-3.55599, 0.72057, -0.33086], [-5.03104, 0.22335, -1.19633], [-2.47498, 1.26429, -1.04162], [-2.47535, 1.49718, -2.55026], [-2.53222, 3.03176, -2.73635], [-3.39381, 3.66684, -2.21732], [-1.59064, 3.64475, -3.46280], [-0.35817, 1.80927, 1.38483], [-1.05388, 2.95456, 3.44689], [-3.60769, 2.23611, 3.72540], [-4.69769, -1.00315, 1.54786], [-4.26590, -0.09529, 2.97581], [-6.65496, 0.09459, 1.32703], [-5.78904, 1.61016, 1.02997], [-7.57074, 2.67256, 1.92053], [-4.70514, -0.87528, -1.92735], [-3.35108, 1.05855, -3.03385], [-1.54876, 1.11822, -3.00706], [2.91918, -0.75698, 1.75047], [3.53171, -0.58692, 2.77964], [2.97525, -1.85978, 0.97743], [2.19886, -1.96997, -0.24297], [3.83719, -2.96291, 1.38861], [2.23401, 0.01655, 1.34533], [1.52447, -2.82646, -0.16775], [2.86821, -2.11317, -1.09066], [1.61550, -1.07178, -0.40238], [3.51811, -3.31543, 2.36986], [4.86682, -2.61192, 1.46128], [3.78035, -3.77955, 0.67219], [5.54203, -2.95615, -1.95912], [5.81633, -4.13328, -2.06024], [6.06522, -1.96703, -2.71110], [5.68603, -0.58047, -2.52985], [7.04049, -2.30688, -3.73471], [4.81445, -2.59407, -1.21556], [5.25486, -0.19659, -3.45742], [6.56900, 0.00813, -2.27285], [4.95173, -0.48542, -1.73040], [6.59278, -2.99947, -4.44842], [7.89835, -2.79569, -3.27187], [7.36805, -1.40900, -4.25335]], "atomic_forces_ev_per_a": [[0.195, 0.958, 0.986], [-0.687, -0.149, -1.620], [0.720, -0.867, 0.807], [-0.923, -0.191, -0.444], [0.508, 0.315, -0.093], [-0.189, 0.448, 1.000], [0.627, 0.306, 2.118], [-0.225, -0.447, -0.414], [-1.157, -0.278, -1.364], [1.102, 0.059, -1.817], [-0.924, -0.125, -0.203], [0.127, -0.515, -0.548], [-0.595, -0.479, -0.116], [0.344, 0.969, -0.773], [0.270, -0.174, 0.482], [-0.179, -0.137, -0.031], [1.210, -0.415, 0.060], [-0.777, 0.093, 0.284], [-0.063, -0.124, -1.053], [1.040, 0.781, -0.156], [-1.181, 0.390, 0.453], [0.468, -0.164, -0.184], [-0.098, -0.910, 0.106], [-0.125, -0.157, 0.204], [0.271, 0.196, 0.505], [-0.617, 0.136, 0.671], [0.054, 0.309, 0.136], [-0.290, 0.225, -0.286], [0.331, 0.179, 0.110], [0.061, -0.284, 0.228], [0.167, -0.171, 0.265], [0.689, 0.398, 0.363], [0.216, 0.146, 0.121], [-0.443, -0.148, 0.086], [0.088, -0.134, 0.056], [0.011, 0.039, 0.029], [-0.143, 0.176, -0.225], [0.240, -0.412, 0.405], [-0.050, 0.199, 0.204], [-0.062, 0.006, -0.098], [-0.028, 0.016, -0.164], [-0.215, 0.007, -0.159], [0.049, 0.012, 0.078], [0.122, -0.069, -0.007], [0.008, -0.111, 0.055], [-0.058, 0.082, -0.056], [0.050, -0.019, -0.023], [0.021, -0.039, -0.047], [-0.151, 0.125, 0.108], [0.208, -0.169, -0.201], [-0.067, -0.228, 0.124], [0.065, 0.129, 0.030], [-0.017, 0.137, 0.072], [-0.102, 0.131, 0.015], [0.026, -0.069, 0.014], [0.109, 0.000, -0.039], [0.029, -0.010, -0.111], [-0.057, 0.031, 0.062]]}